# 1
52
Properties=species:S:1:pos:R:3 method="wB97M-V/def2-TZVPD" de_lowest_kcal_mol=1.2
H 2.76915 -5.92670 -6.45673
N 3.37427 -5.11029 -6.48564
C 2.99585 -4.20831 -5.67936
N 1.92998 -4.17075 -4.80458
C 1.79925 -3.00981 -4.05307
C 0.70066 -2.91701 -3.09634
N -0.10291 -3.91007 -3.07631
O -1.12232 -3.79293 -2.15159
C -1.99821 -4.90679 -2.29627
C 0.61958 -1.66650 -2.23800
O 0.80172 -0.56832 -2.72663
N 0.39440 -1.87425 -0.92183
C 0.30909 -0.78121 -0.00878
C -0.83752 -0.70417 0.95149
C -0.71753 0.29880 -0.16535
C -0.03289 1.60778 0.14931
N 1.17969 1.21029 0.87967
C 1.45676 1.59933 2.16411
O 2.10805 0.91181 2.93152
C 0.89780 2.93103 2.62248
C -0.33759 2.71612 3.49843
C -0.92444 4.02230 4.00359
C -1.65085 4.85951 2.90969
C -2.97024 4.34583 3.47370
F -3.97203 5.25003 3.62595
F -3.48787 3.32102 2.72603
C -2.28226 3.85005 4.74018
C 1.59864 -0.11928 0.43921
C 2.75410 -2.10357 -4.30779
S 3.86667 -2.67035 -5.51674
H 1.27256 -4.92735 -4.71477
H -2.76616 -4.77727 -1.53809
H -2.44984 -4.90894 -3.28821
H -1.46055 -5.84061 -2.13097
H 0.13498 -2.79817 -0.61857
H -1.61639 -1.44648 0.84237
H -0.62116 -0.40196 1.96908
H -1.42221 0.25808 -0.98277
H 0.22943 2.11365 -0.78347
H -0.64808 2.27618 0.74693
H 1.68180 3.40233 3.21653
H 0.67416 3.58896 1.78186
H -1.10836 2.17089 2.94149
H -0.05804 2.08473 4.34517
H -0.17544 4.57997 4.56538
H -1.55576 5.93345 3.05715
H -1.46225 4.60608 1.86724
H -2.55345 2.84425 5.05655
H -2.41913 4.55530 5.55749
H 2.09586 -0.62868 1.26128
H 2.27837 -0.04301 -0.41293
H 2.83065 -1.12498 -3.86911

=====

# 2
107
Properties=species:S:1:pos:R:3 method="wB97M-V/def2-TZVPD" de_lowest_kcal_mol=0.0 smiles=CCN(CC)CC.CCN(CC)CC.CCN(CC)CC.CCN(CC)CC.C1CCOC1.CO
C -0.85475 -3.51808 -2.66013
C 0.25793 -3.82565 -3.64458
N 1.58989 -3.69522 -3.00693
C 1.84289 -2.35303 -2.49898
C 1.76218 -1.20098 -3.51327
C 2.61511 -4.16111 -3.96130
C 3.91725 -4.46703 -3.24196
H -1.09191 -2.48481 -2.41303
H -0.61613 -4.00534 -1.70855
H -1.77810 -4.02379 -2.95704
H 0.22267 -4.87430 -3.93622
H 0.21722 -3.22188 -4.55936
H 1.04253 -2.12117 -1.79324
H 2.80575 -2.33372 -1.99645
H 0.87387 -1.15947 -4.13797
H 1.98245 -0.23718 -3.04600
H 2.62329 -1.25167 -4.19659
H 2.75801 -3.45271 -4.79274
H 2.21509 -5.02464 -4.49648
H 3.79561 -5.35616 -2.62952
H 4.35190 -3.60081 -2.74956
H 4.65604 -4.70683 -4.01821
C -2.68789 -1.52139 3.47488
C -3.67476 -0.44174 3.91359
N -5.06322 -0.77572 3.55055
C -5.94059 0.38935 3.68177
C -5.70401 1.46386 2.63085
C -5.52713 -1.86430 4.37452
C -6.86929 -2.46651 3.93612
H -2.82743 -2.43674 4.04388
H -1.64267 -1.24090 3.58515
H -2.89351 -1.69279 2.41587
H -3.61698 -0.28254 5.00153
H -3.44092 0.50626 3.42799
H -6.97892 0.07940 3.60025
H -5.76028 0.81231 4.68024
H -4.65306 1.68453 2.43777
H -6.13992 1.18977 1.67034
H -6.15715 2.38474 3.00024
H -5.78314 -1.52466 5.40077
H -4.85253 -2.69248 4.56824
H -7.03164 -3.43785 4.41806
H -6.95037 -2.72239 2.87581
H -7.74877 -1.88968 4.22405
C -1.28333 5.81059 -3.07085
C -2.23646 4.68454 -2.71389
N -2.48753 4.50732 -1.29111
C -3.18954 5.60554 -0.64139
C -4.49587 6.11214 -1.33337
C -3.09934 3.21694 -0.98154
C -2.93738 2.75983 0.47200
H -0.93444 5.58835 -4.07944
H -0.41403 5.75034 -2.41303
H -1.71936 6.80426 -2.99449
H -3.20605 4.80435 -3.23394
H -1.89357 3.70106 -3.04072
H -3.50987 5.36821 0.36912
H -2.50793 6.45746 -0.62538
H -4.76272 7.03449 -0.82608
H -4.42165 6.25385 -2.41196
H -5.23326 5.31018 -1.24424
H -2.77690 2.38159 -1.60304
H -4.18189 3.33667 -1.17027
H -3.32114 1.74321 0.52075
H -3.48469 3.40064 1.16281
H -1.87402 2.87378 0.69780
C 7.46693 -2.95621 0.75451
C 6.02992 -2.74752 0.25428
N 5.10286 -2.84966 1.39013
C 3.89821 -2.02980 1.09031
C 4.13068 -0.53905 1.37684
C 4.67302 -4.23605 1.57988
C 4.17502 -4.43595 3.01103
H 7.57914 -2.36177 1.66034
H 8.17438 -2.52823 0.03971
H 7.68568 -3.99349 0.99606
H 5.95256 -1.76461 -0.21370
H 5.74921 -3.41148 -0.57876
H 2.96320 -2.35306 1.54532
H 3.76008 -2.14940 0.00685
H 3.30144 0.06637 1.01617
H 5.06796 -0.18294 0.94787
H 4.26144 -0.35534 2.44587
H 3.91938 -4.52971 0.83473
H 5.51796 -4.90821 1.41343
H 4.94341 -4.07008 3.69121
H 3.27250 -3.85061 3.19889
H 3.93544 -5.47256 3.24785
C 2.47207 2.69111 -0.52711
C 2.98843 4.13459 -0.43229
C 2.72115 4.72778 -1.81821
O 1.73039 3.88654 -2.36879
C 1.25284 2.95629 -1.38682
H 2.20008 2.29988 0.45150
H 3.12761 2.02900 -1.08953
H 4.05417 4.10058 -0.17853
H 2.52960 4.67851 0.39369
H 3.64933 4.75041 -2.39810
H 2.37533 5.76618 -1.76275
H 0.72690 2.13052 -1.87414
H 0.39413 3.43957 -0.89612
C 0.03578 -0.12702 1.14647
O -0.46724 -0.79494 0.00991
H 1.12970 -0.18801 1.15088
H -0.13280 0.95370 1.04885
H -0.30515 -0.53754 2.09440
H -1.31639 -1.18807 0.22573

=====

# 3
95
Properties=species:S:1:pos:R:3 method="wB97M-V/def2-TZVPD" de_lowest_kcal_mol=0.0 charge=-2
Mg -0.69293 1.19225 0.04141
Cl -7.49302 3.73916 -0.12995
C -6.09397 2.77174 -0.22658
C -4.95545 3.38591 -0.62028
C -3.76938 2.72138 -0.59741
Cl -2.27518 3.52881 -0.96599
C -3.68576 1.31841 -0.17722
O -2.57091 0.66694 -0.02168
C -4.93255 0.76696 0.18272
Cl -4.94429 -0.91797 0.78031
C -6.17217 1.43908 0.12069
H -5.00779 4.41067 -0.93906
H -7.17729 1.00755 0.30950
O 0.78294 4.73247 0.72773
As 1.24868 3.23889 1.66896
O 5.23816 -0.36080 -4.07453
O 0.00924 2.08342 1.51158
C 2.67303 2.35172 0.51521
C 3.70405 1.80841 1.29406
C 4.79771 1.16404 0.74782
C 4.83556 0.88894 -0.55316
C 3.79021 1.31751 -1.40473
C 2.71300 2.03615 -0.83360
S 1.38356 2.46153 -1.96239
O 1.93435 2.20301 -3.26059
O 0.32368 1.46841 -1.63730
O 0.88583 3.82831 -1.82936
H 0.81468 4.48065 -0.21160
H 3.66630 1.97207 2.38629
H 5.58185 0.71613 1.41702
H 5.67057 0.44725 -1.08383
H 3.89012 1.02445 -2.46974
C -0.67874 3.92942 5.58832
C -0.27644 2.49632 5.41224
O -1.47780 1.73481 5.50636
P -1.74655 0.62289 4.36085
O -2.89797 -0.07170 5.25290
C -3.86334 -0.80802 4.52972
C -5.15265 -0.04689 4.54319
O -0.51101 -0.36406 4.72883
C 0.45448 -0.51747 3.67711
C 0.84161 -2.01540 3.56399
H 0.19723 4.53705 5.64812
H -1.16639 3.99200 6.56163
H -1.27930 4.29093 4.73758
H 0.35526 2.16266 6.15395
H 0.17298 2.36801 4.40638
H -4.02522 -1.79496 4.97615
H -3.56361 -0.91134 3.47086
H -5.31876 0.25147 5.58310
H -6.00769 -0.68107 4.25963
H -5.18157 0.79707 3.91290
H 1.35310 -0.03173 4.07266
H 0.13662 -0.15987 2.68995
H 0.98502 -2.45118 4.54619
H 1.76223 -2.24129 3.08679
H 0.04206 -2.65042 3.09896
C 1.89865 -3.36034 -2.27442
N 1.88471 -2.88059 -0.90797
N 0.72969 -2.45528 -0.36123
C 0.93325 -1.21496 0.30832
O -0.02764 -0.55138 0.75907
C 2.35943 -1.03188 0.30607
C 2.86042 -2.07438 -0.45078
C 4.28193 -2.29111 -0.85526
C -0.41034 -3.18051 -0.70800
C -1.62230 -2.51253 -0.88025
C -2.79623 -3.19365 -1.27466
C -2.64563 -4.51421 -1.61889
C -1.51298 -5.21646 -1.44457
C -0.29948 -4.56348 -1.03225
H 2.21108 -2.62657 -2.93518
H 0.93117 -3.65388 -2.60835
H 2.55701 -4.19889 -2.44336
H 2.85832 -0.22131 0.89641
H 4.46912 -1.81828 -1.80383
H 4.48777 -3.39633 -0.87818
H 4.87220 -1.91627 -0.02734
H -1.55182 -1.50151 -0.63677
H -3.77259 -2.73300 -1.38541
H -3.57466 -4.85799 -2.11279
H -1.36179 -6.24292 -1.75619
H 0.60333 -5.00650 -0.82603
F 0.30355 1.27574 -8.15846
C 1.11274 0.68145 -7.31146
C 0.65840 -0.05663 -6.20000
F -0.63792 -0.22166 -6.04443
C 1.51036 -0.57782 -5.31847
F 0.85866 -1.20418 -4.20675
C 2.89759 -0.46890 -5.37935
S 3.97029 -1.24934 -4.27349
C 3.36315 0.28833 -6.47606
F 4.71093 0.19154 -6.77931
C 2.54018 0.81088 -7.43036
F 3.02312 1.41416 -8.54272

=====

# 4
54
Properties=species:S:1:pos:R:3 method="wB97M-V/def2-TZVPD" smiles=CC(C)C[C@H](C)CO[Si@H](F)B(N)O.c1ccncc1.c1ccncc1
C 4.64402 0.39645 2.64397
C 3.87409 1.46865 1.77348
C 4.36842 2.89195 2.29080
C 2.35135 1.34466 2.12003
C 1.36190 0.96344 0.97179
C 1.98224 0.35099 -0.32008
C 0.39603 2.14012 0.51881
O -0.92811 1.56930 0.29039
Si -1.87405 2.05369 1.63800
F -1.03150 1.86633 3.08698
B -3.57778 1.06205 1.78738
N -4.68971 1.76487 2.52536
O -3.79312 -0.23305 1.22527
H 5.73404 0.44996 2.43477
H 4.40176 0.56173 3.71528
H 4.30823 -0.61056 2.29898
H 4.14881 1.43870 0.70399
H 3.93288 3.15688 3.27278
H 5.47689 2.84361 2.35148
H 4.10403 3.62805 1.49366
H 2.01268 2.30353 2.58245
H 2.23919 0.57995 2.92617
H 0.66371 0.18983 1.38006
H 2.49112 1.18537 -0.86730
H 2.76964 -0.38087 -0.04548
H 1.22865 -0.04478 -1.02940
H 0.76991 2.48982 -0.47232
H 0.37589 2.97315 1.25981
H -2.21249 3.47317 1.38311
H -4.66415 2.71732 2.13862
H -4.30759 1.89822 3.47285
H -3.65138 -0.86069 1.94706
C -2.18157 -4.25401 -0.68831
C -2.53293 -5.56150 -0.39157
C -3.58650 -5.77531 0.48288
N -4.28445 -4.79312 1.06247
C -3.92576 -3.54036 0.76189
C -2.89136 -3.21800 -0.10176
H -1.36443 -4.04467 -1.36829
H -2.00190 -6.39659 -0.82890
H -3.89988 -6.78036 0.74288
H -4.50794 -2.76509 1.24692
H -2.64856 -2.18381 -0.30826
C -0.25565 -0.26483 -5.70112
C -0.97028 -0.37169 -4.51850
C -0.53299 0.35153 -3.42043
N 0.54284 1.14624 -3.43252
C 1.21715 1.23196 -4.58407
C 0.86200 0.55401 -5.73899
H -0.56567 -0.81307 -6.58257
H -1.84739 -1.00137 -4.44962
H -1.06104 0.30350 -2.47326
H 2.08571 1.88125 -4.56386
H 1.44497 0.66340 -6.64375

=====

# 5
38
Properties=species:S:1:pos:R:3 method="wB97M-V/def2-TZVPD" de_lowest_kcal_mol=44.8 smiles="CCCC(=O)Nc1cc(C)c(NC(=O)c2ccco2)cn1"
C 1.40936 5.78843 0.25071
C 0.57551 6.30284 -0.91645
C -0.82690 5.68062 -0.96553
C -0.73384 4.20121 -1.28902
O -0.64473 3.78402 -2.42108
N -0.73535 3.40463 -0.17847
C -0.62042 2.02286 -0.08970
C -0.47252 1.17906 -1.18536
C -0.36119 -0.18936 -0.98505
C -0.26307 -1.11544 -2.14789
C -0.38243 -0.65130 0.33979
N -0.27470 -2.01279 0.67757
C 0.71237 -2.86693 0.27871
O 1.60872 -2.58203 -0.48970
C 0.58989 -4.20543 0.87836
C 1.36631 -5.31900 0.68575
C 0.81769 -6.32871 1.50489
C -0.24747 -5.76105 2.13662
O -0.39668 -4.48100 1.76889
C -0.56862 0.27627 1.35998
N -0.68451 1.57342 1.16224
H 0.90667 5.97817 1.19758
H 1.59119 4.72014 0.16003
H 2.37201 6.29377 0.27202
H 0.47082 7.38690 -0.83511
H 1.08642 6.08462 -1.85580
H -1.39490 6.15747 -1.76560
H -1.34274 5.84337 -0.01804
H -0.81706 3.84011 0.73094
H -0.45960 1.59206 -2.17987
H -0.46896 -0.58748 -3.07463
H 0.73767 -1.54533 -2.19311
H -0.96499 -1.94125 -2.03589
H -0.82953 -2.31183 1.46827
H 2.21470 -5.38680 0.03733
H 1.16622 -7.33519 1.61038
H -0.95116 -6.15118 2.84565
H -0.62630 -0.04518 2.39287

=====

# 6
74
Properties=species:S:1:pos:R:3 method="wB97M-V/def2-TZVPD" de_lowest_kcal_mol=48.7
Ag 0.43064 -0.14463 -0.34268
C 3.99620 1.71976 0.93481
P 3.17923 0.42409 -0.05831
C 4.16928 0.47335 -1.59968
C 3.83009 -1.11605 0.70925
C 3.24081 -2.36332 0.03450
P 1.39641 -2.42982 0.00596
C 1.17482 -4.08975 -0.71616
C 1.02818 -2.70892 1.77503
H 3.75204 2.69595 0.51498
H 5.08185 1.59753 0.95827
H 3.60460 1.69612 1.95239
H 5.23764 0.34239 -1.40803
H 4.01377 1.43853 -2.08363
H 3.83508 -0.29515 -2.29773
H 3.55445 -1.09395 1.76760
H 4.92308 -1.14042 0.66273
H 3.59482 -3.27477 0.52559
H 3.57593 -2.41675 -1.00576
H 1.55598 -4.85169 -0.03286
H 1.73213 -4.14902 -1.65207
H 0.12766 -4.28619 -0.93508
H 1.64972 -3.50299 2.19676
H -0.02607 -2.97018 1.87099
H 1.18916 -1.78698 2.33568
C -6.56727 3.32939 0.68176
C -5.20226 2.82107 1.02083
C -3.57420 4.10102 -0.52678
C -2.28627 3.45330 -0.88546
C -1.94627 2.49003 0.24633
C -3.38715 1.43529 1.56961
C -4.86751 1.59779 1.42352
S -0.18587 2.53294 0.56648
O 0.08761 1.44150 1.51564
O 0.04962 3.86137 1.07683
O 0.43984 2.24945 -0.74099
H -6.54003 3.94504 -0.22083
H -6.96124 3.96166 1.48235
H -7.27239 2.51531 0.51489
H -3.78519 5.10204 -0.87632
H -1.49075 3.95800 -1.41279
H -3.04748 0.82861 2.40524
H -5.57555 0.78366 1.53348
N -3.83649 4.06777 -4.03108
C -3.68323 3.62244 -2.98263
C -3.52182 3.05101 -1.65834
C -3.98725 3.71540 0.89302
C -2.82415 2.86737 1.45866
C -2.60941 1.06538 0.23300
N -3.49865 0.71830 -0.83994
C -3.95022 1.61757 -1.60018
H -4.14532 4.63752 1.45904
H -2.30900 3.31433 2.30427
H -1.91734 0.23705 0.38272
H -4.66516 1.31969 -2.36774
O -1.80913 -2.60439 -0.10684
C -2.56290 -3.54753 -0.23953
C -2.83439 -4.54103 0.85731
C -4.04662 -3.98179 1.63460
C -5.26201 -3.54879 0.79256
C -5.05555 -2.28780 -0.06829
C -4.36471 -2.52857 -1.42109
N -3.41586 -3.65886 -1.32742
H -1.97065 -4.64000 1.51309
H -3.07590 -5.52232 0.43865
H -3.70808 -3.11390 2.20819
H -4.36036 -4.73528 2.35912
H -6.06996 -3.34353 1.49742
H -5.61632 -4.38861 0.18208
H -4.46159 -1.56563 0.49728
H -6.01891 -1.80628 -0.25023
H -3.83247 -1.63261 -1.73139
H -5.08434 -2.79076 -2.19639
H -3.92743 -4.52849 -1.28952

=====

# 7
8
Properties=species:S:1:pos:R:3 method="wB97M-V/def2-TZVPD" de_lowest_kcal_mol=2.2 smiles=Cl[SiH2][SiH](Cl)Cl
Cl 0.49586 2.47622 0.82222
Si 0.05490 1.04100 -0.55694
Si -0.23818 -1.03759 0.48688
Cl 1.26226 -2.20613 -0.13541
Cl -1.97218 -2.02412 0.08714
H 1.28895 1.04429 -1.46416
H -1.14644 1.49144 -1.17831
H 0.25484 -0.78510 1.93858

=====

# 8
37
Properties=species:S:1:pos:R:3 method="wB97M-V/def2-TZVPD" de_lowest_kcal_mol=17.6 charge=-1
I -0.40893 0.60745 -1.15057
C -2.21471 -4.65903 1.17872
C -1.78162 -3.64998 0.12215
O -1.55272 -4.02565 -1.01647
N -1.79139 -2.34175 0.46359
C -1.89425 -1.78524 1.79162
H -2.36890 -5.59045 0.64606
H -3.12051 -4.28996 1.66043
H -1.46325 -4.81414 1.95458
H -1.65509 -1.67416 -0.29100
H -0.96686 -1.28371 2.08129
H -2.10211 -2.55026 2.53594
H -2.68644 -1.03496 1.83692
C 2.26621 -1.32131 1.47382
C 2.62351 -2.25011 0.33490
O 3.58854 -3.00819 0.39450
N 1.76762 -2.25013 -0.69297
C 1.97579 -3.10637 -1.84394
H 1.24019 -0.96077 1.35969
H 2.89354 -0.43276 1.49552
H 2.33075 -1.88521 2.40237
H 0.97246 -1.62122 -0.74591
H 2.05027 -4.14948 -1.53331
H 2.89476 -2.82662 -2.36032
H 1.10742 -3.01328 -2.49040
C -0.77834 6.53859 -1.37723
C -0.94972 5.04541 -1.50681
O -1.83112 4.60557 -2.22251
N -0.05200 4.26838 -0.84807
C 0.87180 4.76772 0.14736
H -1.74000 6.99120 -1.60258
H -0.05237 6.89086 -2.11471
H -0.42180 6.88690 -0.40792
H -0.14290 3.25543 -0.92202
H 0.36169 5.23748 0.99397
H 1.57106 5.49099 -0.28102
H 1.45943 3.93876 0.53435

=====

Results for E_HOMO: -0.2887, -0.2968, -0.0653, -0.3522, -0.3081, -0.2847, -0.3752, -0.1731 (in Ha, following the order of the records).
Results for Kohn-Sham gap: 7.927, 8.739, 5.593, 9.591, 9.013, 8.251, 10.480, 7.703 (in eV, following the order of the records).
Results for LUMO: 0.07, 0.66, 3.81, 0.01, 0.63, 0.50, 0.27, 2.99 (in eV, following the order of the records).